# 1
DFT (ωB97M-V/def2-TZVPD) results for a molecular structure, C46H37N14S3Ti at a distorted geometry.

The frontier orbital gap (spin up / spin down) comes out at 5.41 / 5.98 eV. The HOMO energy (spin up / spin down) comes out at -3.46 / -4.92 eV. The total charge is -1. Its spin multiplicity is 3. For the LUMO energy (spin up / spin down), the calculation gives 0.0716 / 0.0389 hartree.

XYZ file:
```
101
Properties=species:S:1:pos:R:3:lowdin_spin:R:1
Ti -1.030 -0.550 0.355 0.892
S -3.265 1.128 1.774 0.007
S -1.731 2.446 -0.023 0.016
S -3.765 -1.498 -0.916 -0.002
N -2.343 0.006 1.760 0.019
N -2.902 2.532 1.071 0.013
N -0.886 1.279 -0.254 0.018
N 0.333 -1.031 -2.294 0.006
N 0.029 -2.758 3.535 0.000
N 0.365 -1.364 -0.969 0.014
N 0.560 -3.448 0.189 0.002
N 0.258 -3.662 2.542 0.001
N 0.432 -2.104 -2.996 0.003
N -0.091 -1.577 3.057 0.007
N -2.287 -1.657 -0.525 -0.012
N 7.730 4.283 2.512 0.062
N 0.521 -3.196 -2.185 0.001
N 0.071 -1.637 1.691 0.007
C -4.519 -3.138 -0.803 -0.001
C -5.738 -5.572 -0.313 0.000
C -4.796 2.888 5.101 0.000
C 4.546 1.998 -0.305 0.115
C -2.522 2.938 -1.544 0.001
C 0.533 3.882 -0.080 0.007
C -2.598 2.646 -3.909 0.000
C -4.528 -5.265 0.295 0.000
C -3.484 3.936 -1.604 0.001
C 0.828 6.079 0.849 0.001
C 5.611 2.707 0.194 -0.016
C -3.628 1.621 3.450 -0.001
C 4.811 2.319 2.454 -0.015
C -4.933 0.794 1.217 0.001
C -5.499 -0.378 1.690 0.001
C -3.199 1.206 5.756 0.000
C -3.718 -0.807 -5.416 0.000
C -1.291 4.961 1.084 0.001
C -5.730 -3.434 -1.418 0.000
C -3.862 -1.345 -2.711 -0.001
C 0.467 -2.695 -0.972 0.004
C -2.067 2.287 -2.673 0.001
C 3.556 1.453 0.557 0.050
C -0.768 3.885 0.387 0.001
C -4.003 4.288 -2.843 0.000
C -6.761 -0.740 1.252 0.000
C -4.552 2.606 3.765 0.000
C -6.337 -4.658 -1.175 0.000
C 1.338 4.989 0.162 0.000
C -0.481 6.068 1.313 0.000
C -2.955 -2.043 -3.492 0.000
C -5.596 1.614 0.330 0.000
C -4.688 -0.373 -3.258 0.000
C 2.423 0.808 0.054 0.474
C -3.553 3.643 -3.992 0.001
C -4.624 -0.111 -4.626 0.000
C -2.884 -1.771 -4.849 0.000
C 5.751 2.888 1.579 0.128
C 0.274 -2.940 1.445 0.003
C -2.944 0.914 4.418 0.001
C -7.445 0.074 0.355 0.000
C -3.913 -4.038 0.055 0.000
C -4.121 2.183 6.093 0.000
C -6.868 1.244 -0.106 0.000
C 3.740 1.620 1.957 0.116
C 6.854 3.661 2.098 0.020
H -2.672 0.663 6.531 0.000
H -5.368 0.182 -2.614 0.000
H -1.332 1.490 -2.565 0.000
H -8.434 -0.211 0.016 0.000
H 6.352 3.131 -0.471 -0.004
H -3.823 4.419 -0.694 0.000
H -6.218 -6.523 -0.116 0.000
H -3.958 3.923 -4.958 0.000
H -7.398 1.868 -0.817 0.000
H -7.205 -1.667 1.594 0.000
H -5.513 3.654 5.371 0.000
H -7.276 -4.902 -1.658 0.000
H -4.324 2.396 7.136 0.000
H -6.184 -2.716 -2.096 0.000
H 3.010 1.181 2.627 0.004
H -4.759 5.061 -2.913 0.000
H -3.642 -0.584 -6.474 0.000
H 1.459 6.941 1.035 0.000
H 1.654 0.442 0.713 0.023
H -2.228 0.153 4.106 0.000
H -5.074 3.140 2.977 0.000
H -5.261 0.649 -5.063 0.000
H -0.869 6.915 1.865 0.000
H 2.366 4.991 -0.182 0.000
H 0.903 3.004 -0.599 0.006
H 0.544 -4.447 0.088 0.000
H -4.059 -5.979 0.963 0.000
H -2.302 4.911 1.470 0.000
H 2.256 0.676 -1.008 0.023
H 4.945 2.440 3.521 -0.004
H -2.279 -2.756 -3.028 0.000
H -4.930 -1.013 2.364 0.000
H -2.965 -3.765 0.505 0.000
H -5.113 2.512 -0.034 0.000
H -2.154 -2.293 -5.457 0.000
H 4.442 1.846 -1.372 0.004
H -2.263 2.134 -4.804 0.000
```

# 2
DFT (ωB97M-V/def2-TZVPD) results for a molecular structure, C46H38N7O4S5Tc at a distorted geometry.

The frontier orbital gap (spin up / spin down) comes out at 6.50 / 5.59 eV. The HOMO energy (spin up / spin down) comes out at -9.45 / -9.43 eV. The total charge is +1. The relative energy (zero: lowest compared OMol25 entry of this formula, charge and spin) is 0.000 eV. Its spin multiplicity is 4. For the LUMO energy (spin up / spin down), the calculation gives -0.1085 / -0.1412 hartree.

XYZ file:
```
101
Properties=species:S:1:pos:R:3:lowdin_spin:R:1
Tc 0.604 -0.120 2.504 2.404
S 5.784 -1.944 2.511 -0.005
S 3.754 -0.826 0.597 -0.004
S 0.098 -2.050 -0.207 0.054
S -0.767 0.134 -1.824 0.004
S 0.270 2.030 0.154 0.050
O -1.382 0.238 2.162 0.042
O -0.291 -1.659 3.525 0.060
O -3.433 -0.342 2.887 0.012
O -2.206 -2.867 3.450 0.009
N 0.033 -1.167 -1.615 0.014
N -0.876 1.215 -0.720 0.013
N 0.332 0.941 4.262 0.006
N 2.395 -0.529 3.550 -0.005
N 1.022 1.404 1.257 0.075
N 0.641 -1.360 0.956 0.067
N 3.590 -1.070 3.312 -0.003
C -3.957 -4.002 0.445 0.002
C -0.712 3.441 0.642 0.010
C -4.000 -1.655 -3.364 0.000
C -0.593 2.267 -5.209 0.000
C -2.699 -1.350 -3.006 0.000
C 3.264 3.614 -2.863 0.001
C -2.026 5.717 1.447 0.001
C 1.118 -3.851 -2.030 0.001
C -0.252 4.128 1.754 0.002
C -0.204 0.755 -3.402 0.001
C -2.478 5.016 0.336 0.000
C 4.220 -1.200 2.153 -0.005
C 3.534 2.476 -2.117 0.000
C 1.081 0.429 5.266 0.017
C 1.424 2.720 -1.029 0.005
C -0.697 1.743 4.557 0.016
C 2.211 -0.338 4.834 0.066
C -4.792 0.306 -2.205 0.000
C -5.044 -0.829 -2.965 0.000
C -0.952 1.782 -3.965 0.000
C 1.157 -3.374 -0.729 0.007
C 2.606 2.022 -1.195 0.002
C -1.816 3.870 -0.077 0.002
C -1.619 -4.228 -0.068 0.003
C 2.073 4.306 -2.684 0.000
C 1.931 -3.965 0.254 0.001
C -2.251 -0.535 2.753 0.007
C -1.506 -2.845 -0.044 0.012
C -0.331 1.462 6.894 0.017
C 0.885 0.202 -4.050 0.000
C -2.604 -2.039 0.208 0.003
C 0.766 0.680 6.598 0.009
C -0.918 5.274 2.157 0.000
C -2.854 -4.801 0.188 0.001
C 1.891 -4.954 -2.355 0.000
C -3.838 -2.620 0.443 0.000
C 2.672 -5.563 -1.381 0.000
C -1.061 2.031 5.853 0.009
C 1.138 3.862 -1.763 0.001
C 0.500 1.723 -5.874 0.000
C 2.694 -5.072 -0.082 0.000
C -1.556 -1.865 3.306 0.007
C 6.715 -1.746 0.977 0.000
C 1.235 0.698 -5.297 0.000
C -3.493 0.624 -1.842 0.000
C -2.467 -0.214 -2.246 0.001
H -4.916 -4.453 0.667 0.000
H 2.081 0.275 -5.822 0.000
H 1.936 -3.554 1.256 0.000
H -1.247 2.144 3.715 0.000
H -1.899 2.684 6.048 0.000
H 3.983 3.964 -3.592 0.000
H 7.060 -0.718 0.898 0.000
H -4.684 -1.990 0.676 0.000
H -2.148 3.318 -0.946 0.000
H 4.467 1.940 -2.238 0.000
H -4.202 -2.541 -3.951 0.000
H 1.876 5.206 -3.252 0.000
H 1.383 0.253 7.377 0.000
H 3.275 -6.425 -1.636 0.000
H -5.609 0.939 -1.888 0.000
H 0.504 -3.355 -2.771 0.000
H -3.345 5.362 -0.209 0.000
H 2.790 1.150 -0.582 0.001
H -2.541 6.617 1.757 0.000
H -0.628 1.625 7.921 0.001
H 1.434 -0.607 -3.584 0.000
H -6.059 -1.076 -3.245 0.000
H -2.487 -0.968 0.269 0.001
H -1.172 3.058 -5.665 0.000
H -0.572 5.821 3.024 0.000
H -0.760 -4.850 -0.280 0.000
H 3.300 -5.551 0.674 0.000
H -1.813 2.180 -3.442 0.000
H 6.090 -2.007 0.129 0.000
H 0.621 3.756 2.278 0.000
H 0.213 4.403 -1.614 0.000
H 0.774 2.095 -6.853 0.000
H 7.569 -2.418 1.050 0.000
H -3.270 1.481 -1.221 0.000
H -2.948 -5.878 0.213 0.000
H 1.878 -5.340 -3.365 0.000
H -1.874 -1.991 -3.291 0.000
H 2.977 -0.684 5.514 0.002
```

Question: Which of these has the highest total charge?
Answer: C46H38N7O4S5Tc

Question: Which formula does entry 1 have?
Answer: C46H37N14S3Ti

Question: What is the total charge in the second record?
Answer: +1

Question: What is the formula in the second record?
Answer: C46H38N7O4S5Tc